Entry from the Open Molecules 2025 dataset: a molecular structure, C40H38N7OP2S3Tc in a non-equilibrium geometry (the ωB97M-V functional and the def2-TZVPD basis).

Structure (ORCA input):
```
! wB97M-V def2-TZVPD RIJCOSX def2/J DEFGRID3
* xyz 2 3
Tc -0.248 -0.265 -0.110
O -1.793 0.941 -0.735
N -1.193 2.781 1.031
C -1.824 3.940 1.089
C -1.359 5.020 1.821
C -0.191 4.862 2.553
C 0.476 3.653 2.505
C -0.064 2.647 1.704
S 0.773 1.118 1.572
H -2.743 4.001 0.521
H -1.895 5.954 1.821
H 0.188 5.668 3.160
H 1.386 3.480 3.055
N 0.028 -1.702 2.968
C -1.243 -1.466 2.614
N -1.628 -0.947 1.469
C -2.998 -0.787 1.437
C -3.648 -1.248 2.547
S -2.545 -1.871 3.701
C -3.700 -0.132 0.351
C -5.050 -0.167 0.167
S -5.564 0.843 -1.132
C -3.936 1.291 -1.414
N -3.079 0.689 -0.578
N -3.477 2.108 -2.375
H 0.744 -1.077 2.616
H 0.188 -2.069 3.895
H -4.696 -1.232 2.761
H -5.780 -0.720 0.725
H -4.096 2.701 -2.902
H -2.512 2.388 -2.256
C 3.086 -1.036 -0.696
C 2.719 -0.295 -1.968
P 1.229 0.780 -1.709
C 0.843 1.195 -3.443
C -0.452 1.161 -3.948
C -0.691 1.525 -5.264
C 0.360 1.895 -6.086
C 1.652 1.935 -5.585
C 1.893 1.605 -4.265
C 1.863 2.397 -1.154
C 3.061 2.553 -0.462
C 3.415 3.793 0.044
C 2.579 4.884 -0.128
C 1.401 4.739 -0.845
C 1.035 3.502 -1.342
P 1.621 -1.836 0.104
C 2.513 -2.472 1.571
C 3.176 -1.556 2.393
C 4.004 -2.007 3.405
C 4.165 -3.366 3.624
C 3.460 -4.271 2.850
C 2.634 -3.831 1.830
C 1.369 -3.349 -0.893
C 2.142 -3.697 -1.999
C 1.866 -4.850 -2.715
C 0.818 -5.674 -2.346
C 0.068 -5.354 -1.225
C 0.333 -4.200 -0.508
H 3.483 -0.342 0.046
H 3.848 -1.799 -0.869
H 2.457 -1.003 -2.762
H 3.561 0.302 -2.327
H -1.268 0.855 -3.306
H -1.696 1.524 -5.656
H 0.177 2.165 -7.114
H 2.472 2.235 -6.218
H 2.893 1.678 -3.864
H 3.728 1.715 -0.322
H 4.348 3.905 0.577
H 2.852 5.844 0.283
H 0.769 5.598 -1.009
H 0.108 3.387 -1.890
H 3.051 -0.491 2.242
H 4.533 -1.297 4.021
H 4.839 -3.715 4.391
H 3.561 -5.327 3.031
H 2.100 -4.550 1.228
H 2.988 -3.098 -2.300
H 2.482 -5.112 -3.562
H 0.602 -6.565 -2.918
H -0.727 -6.011 -0.910
H -0.252 -3.959 0.373
N -0.601 -1.889 -2.781
C -1.222 -2.908 -3.398
C -2.181 -3.374 -2.527
C -2.059 -2.577 -1.390
N -1.097 -1.676 -1.557
H 0.132 -1.288 -3.144
H -0.958 -3.238 -4.382
H -2.863 -4.184 -2.675
H -2.626 -2.639 -0.483
*
```

As for the relative energy (zero: lowest compared OMol25 entry of this formula, charge and spin): 35.2 kJ/mol. Its expectation value of S² is 2.019. The lowest unoccupied orbital energy (spin up / spin down) is -4.690 / -6.236 eV. The value obtained for the HOMO-LUMO gap (spin up / spin down) is 7.9 / 6.5 eV. The electronic energy comes out at -107845.8183 eV.